# 1
The following is a quantum chemistry calculation of a structure of composition C44H60N4O7P3Rb, from the Open Molecules 2025 dataset.

F_max	1.989	eV/A
Kohn-Sham gap	4.5	eV
electronic energy	-3506.7302	Ha

Structure (XYZ):
```
119
Properties=species:S:1:pos:R:3:forces:R:3:mulliken_charge:R:1
Rb -0.25213 0.76883 0.24707 -1.02 -1.71 -0.07 2.15
N -0.75670 -3.06776 0.13752 0.10 -0.09 0.00 -0.04
C 0.06155 -3.94897 0.85989 -0.04 0.11 -0.06 -0.01
C -0.39551 -5.24246 1.11480 0.00 -0.03 -0.02 -0.52
C 0.40038 -6.16193 1.77656 0.03 0.02 0.03 -0.62
C 1.66859 -5.79974 2.20723 -0.02 0.04 -0.02 -0.88
C 2.12305 -4.51048 1.96065 0.04 -0.08 -0.01 -0.28
C 1.34989 -3.56905 1.28512 -0.07 0.11 0.02 0.12
P 1.94927 -1.86011 0.93983 0.31 -0.12 0.02 1.67
C 3.18217 -1.66464 2.32035 -0.16 -0.11 0.08 0.23
C 4.52101 -1.40280 2.05356 0.08 0.10 0.00 -0.62
C 5.42004 -1.18051 3.09444 -0.06 -0.02 -0.01 -0.55
C 4.99602 -1.22416 4.41523 -0.02 -0.01 -0.05 -0.58
C 3.66007 -1.49589 4.69499 0.00 0.02 -0.06 -0.87
C 2.76782 -1.70842 3.65430 0.02 0.02 0.03 -0.41
C 2.93120 -2.00256 -0.53159 -0.13 0.17 0.01 -0.58
C 3.67458 -3.13132 -0.87333 0.14 0.00 -0.05 -0.20
C 4.77675 -3.05818 -1.71871 -0.08 0.06 0.05 -1.49
C 5.30696 -1.75635 -1.98162 -0.02 0.01 -0.01 -0.15
C 4.60265 -0.62861 -1.70684 -0.09 -0.02 -0.03 -1.37
C 3.12993 -0.76290 -1.39409 0.04 -0.06 0.03 2.54
H -0.66897 -2.09916 0.41185 0.02 -0.02 0.07 -0.37
H -1.72677 -3.34128 0.10627 -0.01 -0.01 0.05 0.31
H -1.39141 -5.52314 0.78579 0.02 0.01 0.00 0.37
H 0.02404 -7.16049 1.96506 0.00 0.02 -0.02 0.37
H 2.29971 -6.50951 2.72640 -0.01 0.01 -0.01 0.43
H 3.11370 -4.22711 2.29869 -0.04 0.00 -0.02 0.43
H 4.85490 -1.36817 1.01864 -0.03 -0.03 0.04 0.18
H 6.46117 -0.98154 2.86679 -0.01 -0.01 0.01 0.44
H 5.69920 -1.06069 5.22274 0.00 0.01 -0.01 0.38
H 3.31979 -1.54943 5.72337 0.01 0.00 -0.02 0.40
H 1.73357 -1.94928 3.88178 0.00 -0.01 0.01 0.55
H 3.43537 -4.08540 -0.40818 -0.01 0.02 -0.01 0.36
H 5.34401 -3.94530 -1.96916 -0.01 0.02 0.01 0.36
H 6.33067 -1.67227 -2.33804 -0.01 0.00 0.01 0.40
H 5.04819 0.35882 -1.80985 0.02 -0.05 0.01 0.22
H 2.78173 0.12530 -0.85107 0.01 -0.01 0.01 -0.98
N 0.11980 -0.93288 -4.70139 -0.03 -0.04 -0.02 -0.32
C -0.14241 -0.61190 -3.41251 -0.17 0.10 0.04 -0.36
O -1.12277 0.07073 -3.11233 0.15 -0.12 0.01 -0.66
C 0.83335 -1.12401 -2.39333 0.17 0.10 -0.27 1.71
C 2.30168 -0.81922 -2.70242 0.04 -0.04 0.03 -1.50
H -0.51945 -0.63963 -5.41886 -0.01 0.01 0.01 0.27
H 0.92702 -1.47783 -4.94622 0.01 0.01 0.02 0.20
H 0.68209 -2.19482 -2.24952 -0.01 -0.02 0.04 0.56
H 0.58055 -0.65078 -1.45496 0.00 -0.26 -0.10 -1.58
H 2.39224 0.14799 -3.21561 0.01 -0.04 -0.02 0.28
H 2.74148 -1.58248 -3.35158 -0.03 0.00 -0.02 0.56
C -5.01363 -0.59272 -1.26681 0.03 0.00 -0.03 -0.92
C -5.81260 -0.63583 -0.14124 -0.06 0.00 0.11 -0.51
C -5.21699 -0.60592 1.11102 -0.23 -0.01 0.02 -1.09
C -3.83458 -0.53363 1.20033 0.15 -0.06 0.16 0.23
N -3.06572 -0.48607 0.11356 0.11 0.04 -0.22 0.51
C -3.63918 -0.51425 -1.08904 0.07 0.06 0.05 -0.27
C -3.11766 -0.55183 2.52466 -0.08 -0.03 -0.23 0.70
C -3.79683 -0.54574 3.73707 -0.14 -0.02 0.17 -0.66
C -3.07667 -0.63306 4.91823 -0.14 0.03 -0.02 -0.81
C -1.69780 -0.70824 4.86166 0.05 -0.02 0.02 -0.56
C -1.10218 -0.68084 3.61055 -0.02 -0.02 -0.12 -0.73
N -1.78910 -0.60854 2.47378 0.24 0.03 0.07 0.55
H -5.43605 -0.61820 -2.26203 0.02 0.00 0.01 0.46
H -6.89001 -0.69795 -0.22907 0.01 0.00 0.01 0.42
H -5.83255 -0.65158 1.99809 0.00 0.00 -0.03 0.38
H -2.96436 -0.45787 -1.93857 -0.01 -0.01 0.06 0.47
H -4.87529 -0.48271 3.76982 0.03 -0.01 0.03 0.34
H -3.59170 -0.64328 5.87068 -0.01 0.00 -0.02 0.41
H -1.09736 -0.79074 5.75812 0.01 0.00 -0.03 0.53
H -0.02326 -0.72738 3.50656 0.03 0.02 -0.02 0.54
C 5.73649 3.56246 -0.46533 -0.01 0.12 0.02 -1.50
C 4.61178 2.90514 0.29676 0.05 -0.12 0.09 2.27
C 5.01301 2.39636 1.66217 -0.02 0.03 0.05 -1.47
O 3.55419 3.91626 0.47169 0.11 0.04 -0.03 -0.27
P 2.04391 3.49211 0.29717 0.38 0.18 -0.06 -1.40
O 1.86684 2.03150 0.39502 0.68 0.60 0.18 0.99
C 1.14460 4.48569 1.50877 -0.04 -0.23 -0.17 -0.59
P -0.50192 3.75896 1.69934 -0.10 0.23 -0.05 -0.67
O -0.95776 3.16076 0.43319 -0.38 1.03 0.20 -0.56
O -1.43819 4.90337 2.26454 0.01 0.06 0.03 -0.15
C -2.29084 5.66090 1.34432 -0.03 0.00 0.02 0.66
C -2.37058 7.06595 1.89300 0.01 0.03 0.06 -1.44
C -3.63328 4.96976 1.24924 -0.01 -0.04 0.03 -1.36
O -0.41292 2.68141 2.84098 0.08 0.09 0.08 0.30
C -0.50668 2.83460 4.29112 -0.04 -0.01 -0.06 0.69
C 0.36249 3.96304 4.80817 0.00 0.03 -0.05 -1.56
C -1.96199 2.95932 4.69214 -0.01 0.03 -0.02 -1.20
O 1.52734 4.15485 -1.03712 0.00 -0.05 -0.14 -0.28
C 1.76856 3.49269 -2.32132 -0.04 -0.03 0.02 1.81
C 0.43331 3.06120 -2.88818 0.04 0.02 0.05 -1.24
C 2.50464 4.47726 -3.19945 0.00 0.07 -0.03 -1.64
H 6.53739 2.84030 -0.62738 -0.02 0.00 0.01 0.40
H 6.13302 4.40971 0.09850 0.01 -0.03 -0.03 0.37
H 5.39413 3.92039 -1.43736 0.01 -0.01 0.02 0.28
H 4.20104 2.07506 -0.27853 -0.04 0.02 -0.04 -0.91
H 5.34917 3.22495 2.29104 0.02 -0.03 -0.02 0.35
H 5.82493 1.67453 1.56159 -0.03 0.00 0.01 0.42
H 4.17534 1.88979 2.14542 0.04 0.00 -0.03 0.22
H 1.04641 5.49547 1.10819 0.01 0.03 0.05 0.43
H 1.69301 4.51186 2.44771 -0.02 0.03 0.01 0.32
H -1.81573 5.66464 0.36137 0.07 -0.03 0.00 0.30
H -2.81441 7.05585 2.89095 0.01 0.01 -0.04 0.28
H -2.99232 7.68179 1.24183 0.01 0.00 0.02 0.44
H -1.38008 7.51847 1.95815 -0.04 -0.01 -0.01 0.35
H -4.11121 4.93876 2.23133 0.00 0.01 -0.03 0.28
H -3.51146 3.95239 0.87726 0.00 0.03 0.00 0.25
H -4.28177 5.51549 0.56162 0.00 -0.01 0.02 0.49
H -0.11361 1.88639 4.65125 0.03 -0.07 0.01 0.37
H 0.04488 4.92556 4.40000 0.01 -0.03 0.04 0.21
H 1.41479 3.79475 4.57386 -0.03 0.00 0.01 0.35
H 0.26491 4.00968 5.89321 0.01 0.00 0.00 0.53
H -2.36889 3.92185 4.38107 0.01 -0.03 0.03 0.27
H -2.04386 2.87518 5.77777 -0.01 0.00 -0.03 0.48
H -2.54947 2.16004 4.23847 0.02 0.01 0.01 0.14
H 2.39264 2.61091 -2.14802 0.01 -0.02 0.06 -0.48
H -0.21089 3.93202 -3.02999 0.01 -0.04 0.00 0.38
H -0.07942 2.35618 -2.23442 0.03 0.07 -0.05 0.07
H 0.58413 2.56985 -3.85076 -0.02 0.01 0.00 0.43
H 1.88517 5.36067 -3.36960 0.03 -0.03 -0.01 0.36
H 2.73016 4.01673 -4.16254 0.00 0.02 0.02 0.40
H 3.43927 4.79355 -2.73490 -0.02 -0.02 -0.01 0.32
```
Forces are in eV/Å.

=====

# 2
The following is a quantum chemistry calculation of a structure of composition C28H25F3FeN2O6S6, from the Open Molecules 2025 dataset.

charge	-1
F_max	1.569	eV/A
spin multiplicity	2
Kohn-Sham gap (spin up / spin down)	5.5 / 5.5	eV
electronic energy	-5595.4588	Ha

Structure (XYZ):
```
71
Properties=species:S:1:pos:R:3:forces:R:3:lowdin_spin:R:1
Fe 0.13617 -0.31526 0.21905 0.32 -0.01 1.25 1.04
O -0.95201 -6.99451 -0.57752 -0.04 0.11 0.03 0.00
C -0.12303 -6.54176 0.23409 0.03 -0.29 -0.02 0.00
O 0.70163 -7.11684 0.96431 0.04 0.12 -0.03 0.00
C -0.11906 -5.00264 0.34511 -0.13 0.23 -0.05 0.00
C -1.23254 -4.25437 -0.03201 0.10 -0.12 0.05 0.00
C -1.21044 -2.87583 0.04031 -0.36 -0.31 -0.13 0.00
N -0.12449 -2.20860 0.43763 -0.67 -1.25 -0.67 -0.01
C 0.92910 -2.92240 0.84408 0.19 -0.05 0.03 0.00
C 0.98281 -4.29761 0.81838 -0.07 0.00 0.17 0.00
C 2.02516 -2.02384 1.28575 0.18 0.27 0.22 0.00
O 3.04361 -2.39007 1.81832 0.03 -0.02 -0.11 0.00
O 1.74005 -0.76669 0.99437 0.53 0.29 0.16 0.03
H -2.10416 -4.77568 -0.40282 0.00 -0.02 0.01 0.00
H -2.06367 -2.27258 -0.24215 0.16 -0.22 0.03 0.00
H 1.86426 -4.81441 1.17131 -0.01 -0.02 0.00 0.00
C 6.43809 -0.13418 -3.85125 0.01 0.04 0.04 0.00
O 5.09748 -0.03420 -3.39953 -0.10 -0.05 -0.07 0.00
C 4.32743 0.96653 -3.90281 0.02 0.03 -0.01 0.00
C 4.77703 1.98066 -4.73458 -0.01 0.02 0.05 0.00
C 3.88606 2.96131 -5.15765 0.02 0.00 0.01 0.00
C 2.56493 2.94757 -4.74272 0.00 -0.01 0.02 0.00
C 2.11018 1.93590 -3.90932 0.09 0.16 0.10 0.00
C 2.98450 0.94222 -3.50920 -0.03 -0.14 -0.04 0.00
N 2.60835 -0.11114 -2.63855 -0.17 -0.07 0.08 0.00
C 1.40656 -0.58142 -2.36892 0.14 -0.30 -0.38 0.00
C 0.23113 -0.50435 -3.14229 0.28 0.15 0.21 0.00
C 0.28183 -0.44638 -4.56324 -0.11 0.04 -0.04 0.00
C -0.84715 -0.61040 -5.30133 0.08 0.00 0.01 0.00
C -2.08372 -0.82705 -4.64050 -0.05 0.00 -0.02 0.00
C -2.17631 -0.85301 -3.28522 0.06 0.01 -0.03 0.00
C -1.02196 -0.63954 -2.46720 -0.30 -0.06 -0.01 0.00
O -1.17717 -0.54418 -1.20548 0.29 0.36 -0.23 0.02
H 7.03899 0.69593 -3.47332 0.00 0.01 -0.02 0.00
H 6.47958 -0.15503 -4.94207 0.01 -0.02 0.00 0.00
H 6.81954 -1.06991 -3.45373 0.01 0.02 0.01 0.00
H 5.81199 2.02052 -5.04075 0.00 0.00 -0.02 0.00
H 4.24236 3.74957 -5.80704 0.00 0.01 -0.01 0.00
H 1.88257 3.72586 -5.05374 0.00 0.01 0.00 0.00
H 1.08999 1.93425 -3.55073 -0.02 0.00 0.00 0.00
H 3.37634 -0.49419 -2.10137 -0.04 0.09 0.13 0.00
H 1.40263 -1.26100 -1.51885 -0.07 0.19 0.22 0.00
H 1.24075 -0.33698 -5.05262 -0.02 0.00 0.00 0.00
H -0.79987 -0.61636 -6.38120 -0.01 0.00 0.00 0.00
H -2.97768 -0.97669 -5.23374 0.00 0.00 0.00 0.00
H -3.12357 -1.00571 -2.78600 0.01 -0.02 0.02 0.00
C 3.96634 3.47726 -0.80728 0.03 0.02 -0.01 0.00
S 2.56106 4.60743 -0.67919 -0.03 -0.03 -0.03 0.00
C 1.93419 4.12589 0.88304 -0.12 0.02 0.02 0.00
C 1.27021 2.97386 1.16035 0.14 -0.22 0.00 0.00
S 0.92522 1.79837 -0.07314 -0.23 0.53 -0.68 -0.01
S 0.80534 2.80121 2.83772 -0.01 -0.07 0.02 0.00
C 1.39837 4.31292 3.42857 0.00 -0.01 0.06 0.00
S 1.23429 4.80179 4.99377 0.00 -0.02 -0.02 0.00
S 2.16700 5.23828 2.20744 0.08 0.05 -0.04 0.00
H 4.35236 3.57742 -1.82026 0.05 -0.03 -0.08 0.00
H 3.62793 2.45568 -0.64241 -0.02 -0.02 -0.02 0.00
H 4.74106 3.74318 -0.09112 0.00 -0.01 0.01 0.00
C -1.34846 3.99337 -1.70696 -0.04 0.00 0.01 0.00
S -1.69584 2.31273 -2.24271 -0.14 0.37 -0.30 0.00
C -3.27057 2.03744 -1.41549 0.06 0.03 0.01 0.00
H -2.00420 4.71944 -2.18756 0.00 0.00 0.01 0.00
H -0.31188 4.20535 -1.96694 0.01 0.00 0.01 0.00
H -1.44677 4.06152 -0.62302 0.06 -0.01 0.01 0.00
H -3.20480 2.38078 -0.38305 0.01 -0.04 0.02 0.00
H -3.44424 0.96357 -1.40706 -0.04 -0.01 0.02 0.00
H -4.09280 2.54073 -1.92323 0.00 0.01 0.02 0.00
F -0.72651 -1.05642 2.73792 0.04 0.08 0.11 -0.01
C -1.08814 -0.24714 1.72249 -0.12 -0.06 -0.19 -0.05
F -2.32680 -0.65095 1.33403 -0.15 0.06 0.09 -0.01
F -1.28005 0.96862 2.27188 0.02 0.18 -0.04 -0.01
```
Forces are in eV/Å.

=====

- The lowest F_max belongs to which entry?
  C28H25F3FeN2O6S6